Record 1
Entry from the Open Molecules 2025 dataset: 2 unconnected molecules or ions with the total composition CH3NO4 in a non-equilibrium geometry (ωB97M-V with the def2-TZVPD basis set).

The geometry in XYZ format:
```
9
Properties=species:S:1:pos:R:3:forces:R:3
C 0.16041 -0.09940 -0.11366 -0.9 1.4 0.8
N 0.78387 -1.33181 -0.40861 0.9 0.7 -4.6
O -1.30761 -2.44427 -1.37428 1.4 -1.0 -1.6
O 0.89595 -2.23394 0.31012 1.1 -0.7 2.2
O -1.56752 -2.40006 -0.16705 -1.8 1.2 2.8
O -0.80190 -2.98228 0.72563 -1.2 -1.1 -0.8
H 1.00047 0.52480 -0.01866 1.4 1.2 -0.5
H -0.55902 0.41541 -0.76936 0.5 -1.1 -0.5
H -0.20453 0.00598 0.85177 -1.3 -0.5 2.2
```
Forces are in eV/Å.

Results
- HOMO-LUMO gap (alpha / beta) (hartree) = 0.27849 / 0.31477
- LUMO level (alpha / beta) (eV) = -1.6 / -1.0
- net charge = 0
- E_HOMO (alpha / beta) (eV) = -9.157 / -9.587
- molar mass (g/mol) = 93.0

Charges in e, computed with Mulliken, in the same order as the atoms:
1 C -0.776
2 N 0.081
3 O -0.265
4 O -0.189
5 O 0.245
6 O -0.206
7 H 0.374
8 H 0.291
9 H 0.446


Record 2
Entry from the Open Molecules 2025 dataset: a molecular structure, C16H32CuO22S5 in a non-equilibrium geometry (ωB97M-V with the def2-TZVPD basis set).

The geometry in XYZ format:
```
76
Properties=species:S:1:pos:R:3:forces:R:3
Cu -1.18484 3.95953 -0.92112 0.9 -1.2 1.5
S -0.09310 1.63666 -0.17013 3.8 -5.2 0.6
O -1.45999 2.02192 -0.20939 -6.0 2.4 -0.2
O 0.40367 1.49815 1.18566 -0.2 -0.6 -0.2
O 0.07313 0.51315 -1.09833 0.4 0.5 1.3
O 0.52801 2.81298 -0.76046 1.1 4.2 -2.1
C -1.45703 4.48961 3.49029 1.1 -0.1 0.8
C 0.07083 4.41042 3.22243 0.1 0.2 0.2
C 0.14713 5.01720 1.83875 -0.4 -0.3 0.1
O -1.15246 4.66280 1.21594 -0.2 -0.4 -0.7
C -2.03858 4.03968 2.21284 -0.9 -0.1 -0.7
H -1.77776 5.52998 3.54367 0.3 0.1 0.6
H -1.83355 3.91855 4.33895 0.2 0.1 0.1
H 0.48782 3.40337 3.23079 -0.5 -0.3 -0.2
H 0.76261 4.94217 3.87573 -0.5 0.4 0.3
H 0.99738 4.64655 1.26622 -0.4 -0.3 -0.3
H 0.22916 6.10343 1.87717 -0.3 0.0 0.0
H -2.24455 2.97993 2.06246 1.2 -0.3 -0.2
H -3.06743 4.39776 2.17632 0.1 0.8 -0.7
C 0.40878 -2.73779 -3.61872 0.1 1.9 -0.6
C -0.44636 -3.80358 -4.28133 1.1 -0.9 0.6
C -1.34709 -4.11938 -3.14155 -2.7 -1.6 -0.2
O -0.74355 -3.81245 -1.91635 1.1 0.2 0.8
C -0.03543 -2.57207 -2.13149 -0.6 -0.9 -1.7
H 0.21624 -1.79870 -4.13752 0.2 0.2 -0.1
H 1.47480 -2.94371 -3.71520 0.0 0.0 0.2
H 0.09367 -4.74228 -4.40510 0.6 0.3 -0.5
H -0.88049 -3.53325 -5.24391 -0.3 0.1 0.4
H -1.60660 -5.17718 -3.09892 0.3 -0.3 0.1
H -2.34036 -3.70305 -3.30944 0.0 0.9 0.5
H 0.88931 -2.33239 -1.60660 -0.4 -0.8 1.0
H -0.80897 -1.84351 -1.88870 0.4 0.8 -0.6
C 3.09103 -0.12181 -2.50977 1.0 1.1 0.9
C 3.10815 1.31280 -1.83241 -0.1 -1.1 -1.5
O 4.45248 1.82713 -2.08916 -0.4 0.0 1.1
S 5.57007 0.68053 -2.39173 -0.6 1.4 0.1
O 6.05356 0.12171 -1.14330 -1.3 0.0 -1.9
O 6.57170 1.28245 -3.26979 -2.5 -1.7 1.0
O 4.34368 -0.18963 -3.20179 2.3 -0.3 0.3
H 2.28999 -0.29509 -3.22840 0.2 0.1 0.1
H 3.07782 -0.85356 -1.70201 -0.1 -0.3 -0.2
H 2.75418 1.15398 -0.81379 1.0 0.5 0.4
H 2.38112 1.97405 -2.30388 0.5 0.2 -0.1
C 2.72510 -0.79586 1.43897 1.0 -0.7 1.3
C 2.94858 0.20730 2.59123 -0.9 -0.9 -0.1
O 4.24780 -0.05033 3.04436 2.3 -0.8 0.8
S 4.92109 -1.46337 2.42949 -0.2 0.2 0.0
O 4.39542 -2.64901 3.09492 0.6 2.1 -0.8
O 6.36031 -1.34550 2.24592 -3.1 0.3 0.3
O 4.10505 -1.21497 1.06624 -0.4 0.1 -0.6
H 2.10270 -0.35771 0.65875 0.6 -0.5 -0.4
H 2.34211 -1.72166 1.86830 -0.7 0.1 -0.3
H 2.26516 0.00254 3.41532 -0.2 -0.2 0.0
H 2.73853 1.24155 2.31862 0.9 0.1 -0.2
C -1.28954 -1.02609 2.16405 -1.3 -0.7 0.3
C -1.36436 -0.44694 3.60670 1.1 -1.3 -0.8
O -2.52614 -1.00605 4.17959 -1.4 -1.0 0.9
S -2.70045 -2.58428 3.61084 -1.1 0.6 -0.7
O -4.12436 -2.99436 3.66842 4.1 1.3 0.0
O -1.60883 -3.44755 4.05427 -2.1 1.7 -0.5
O -2.37735 -1.98954 2.13761 -0.2 -1.8 0.2
H -0.34053 -1.53916 2.00832 -0.1 0.3 -0.4
H -1.65972 -0.39008 1.35996 0.9 0.4 0.2
H -1.29390 0.63815 3.53107 -0.6 -0.1 0.7
H -0.56446 -0.91567 4.17990 0.5 0.7 -0.1
C -3.87448 -0.00657 -1.70568 1.4 -0.4 1.7
C -4.05035 -1.41099 -1.05675 -0.3 0.8 -1.0
O -4.12213 -2.21582 -2.22089 -0.8 -0.5 -1.7
S -4.47451 -1.42106 -3.57637 -0.2 -1.4 -2.1
O -5.73527 -1.90918 -4.16343 2.8 1.6 1.6
O -3.24633 -1.48144 -4.39744 -2.8 0.8 1.8
O -4.70953 0.07082 -2.84846 0.2 -2.0 -0.6
H -2.82854 0.01471 -2.01170 0.1 0.4 -0.1
H -4.05136 0.79431 -0.98776 -0.4 0.1 -0.4
H -4.99851 -1.51033 -0.52833 0.2 0.0 0.4
H -3.16963 -1.83324 -0.57288 -0.2 0.6 0.7
```
Forces are in eV/Å.

Results
- HOMO-LUMO gap (alpha / beta) (hartree) = 0.23930 / 0.16008
- LUMO level (alpha / beta) (eV) = -2.9 / -5.1
- net charge = 0
- multiplicity = 2
- E_HOMO (alpha / beta) (eV) = -9.450 / -9.448
- molar mass (g/mol) = 800.3

Charges in e, computed with Mulliken, in the same order as the atoms:
1 Cu 0.414
2 S 1.529
3 O -0.349
4 O -0.468
5 O -0.476
6 O -0.689
7 C -0.705
8 C -0.168
9 C -0.463
10 O -0.237
11 C -0.064
12 H 0.280
13 H 0.363
14 H -0.083
15 H 0.405
16 H 0.193
17 H 0.359
18 H 0.008
19 H 0.346
20 C -0.494
21 C -0.560
22 C -0.059
23 O -0.470
24 C 0.585
25 H 0.299
26 H 0.274
27 H 0.229
28 H 0.310
29 H 0.463
30 H -0.253
31 H 0.020
32 H -0.335
33 C 0.235
34 C 0.531
35 O -0.414
36 S 0.994
37 O -0.442
38 O -0.551
39 O -0.454
40 H 0.214
41 H 0.013
42 H -0.428
43 H 0.266
44 C 0.417
45 C 0.191
46 O -0.467
47 S 1.074
48 O -0.545
49 O -0.515
50 O -0.341
51 H -0.565
52 H 0.521
53 H 0.123
54 H 0.125
55 C 0.449
56 C -0.094
57 O -0.463
58 S 0.976
59 O -0.534
60 O -0.517
61 O -0.254
62 H 0.132
63 H -0.307
64 H 0.088
65 H 0.365
66 C -0.233
67 C -0.121
68 O -0.309
69 S 1.010
70 O -0.558
71 O -0.483
72 O -0.402
73 H 0.226
74 H 0.352
75 H 0.328
76 H 0.159